Below is a molecular structure, C34H59ClFeN2O2Si at a distorted geometry, with properties calculated with ωB97M-V with the def2-TZVPD basis set.

Element x y z (Å)
1 O -1.753 2.369 -3.388
2 O 0.231 4.068 -4.063
3 C -2.310 1.081 -3.642
4 C -3.382 0.586 -2.691
5 H -1.475 0.367 -3.694
6 H -2.719 1.157 -4.660
7 H -2.946 0.148 -1.783
8 H -3.953 -0.200 -3.194
9 H -4.080 1.386 -2.423
10 C -1.761 2.865 -2.029
11 C -2.634 4.086 -1.962
12 H -0.725 3.124 -1.775
13 H -2.078 2.082 -1.320
14 H -2.195 4.870 -2.587
15 H -2.717 4.456 -0.935
16 H -3.640 3.839 -2.326
17 C 1.205 5.066 -3.720
18 C -0.346 4.217 -5.369
19 C 0.955 5.523 -2.303
20 H 1.153 5.923 -4.417
21 H 2.202 4.604 -3.815
22 H -0.024 6.010 -2.212
23 H 1.721 6.251 -2.018
24 H 0.994 4.686 -1.595
25 C -1.295 5.388 -5.478
26 H -0.876 3.276 -5.545
27 H 0.460 4.305 -6.118
28 H -2.122 5.284 -4.766
29 H -1.710 5.401 -6.490
30 H -0.779 6.339 -5.312
31 H 0.517 2.402 -3.111
32 N -0.366 -0.668 1.664
33 C 0.218 -1.006 2.844
34 C 1.564 -0.766 3.099
35 C 2.411 -0.016 2.287
36 C -0.651 -1.593 3.910
37 H -1.325 -2.373 3.527
38 H -1.267 -0.828 4.409
39 H -0.010 -2.041 4.678
40 C 3.712 0.496 2.820
41 H 3.763 1.597 2.827
42 H 4.586 0.118 2.268
43 H 3.812 0.164 3.861
44 N 2.069 0.255 1.008
45 C -1.792 -0.465 1.588
46 C -2.619 -1.463 1.041
47 C -2.092 -2.805 0.646
48 C -3.978 -1.187 0.875
49 H -4.606 -1.952 0.411
50 C -4.520 0.019 1.313
51 H -5.588 0.217 1.180
52 C -3.708 0.962 1.946
53 H -4.122 1.894 2.333
54 C -2.342 0.720 2.115
55 C -1.489 1.689 2.876
56 C 2.841 1.131 0.168
57 C 3.877 0.592 -0.617
58 C 4.160 -0.877 -0.614
59 C 4.655 1.468 -1.378
60 H 5.474 1.058 -1.976
61 C 4.415 2.843 -1.356
62 H 5.030 3.512 -1.963
63 C 3.424 3.371 -0.525
64 H 3.280 4.453 -0.448
65 C 2.626 2.524 0.248
66 C 1.578 3.095 1.156
67 Fe 0.575 -0.292 0.159
68 H -1.912 -2.865 -0.434
69 H -2.838 -3.574 0.890
70 H -1.159 -3.066 1.155
71 H -0.531 1.887 2.373
72 H -1.256 1.331 3.892
73 H -2.017 2.644 2.980
74 H 5.057 -1.076 -1.213
75 H 3.334 -1.463 -1.037
76 H 4.346 -1.263 0.398
77 H 1.640 2.668 2.167
78 H 0.557 2.935 0.772
79 H 1.718 4.181 1.248
80 H 1.955 -1.093 4.059
81 C 1.162 1.507 -2.832
82 Si 2.047 0.912 -4.402
83 H 1.874 1.817 -2.059
84 H 0.501 0.727 -2.422
85 C 0.684 0.499 -5.637
86 C 3.143 -0.579 -4.051
87 C 3.111 2.302 -5.064
88 H 3.771 1.921 -5.856
89 H 3.750 2.720 -4.274
90 H 2.514 3.121 -5.489
91 H 0.364 -0.547 -5.518
92 H 1.045 0.642 -6.665
93 H -0.192 1.147 -5.481
94 H 2.608 -1.385 -3.533
95 H 4.011 -0.301 -3.437
96 H 3.542 -1.004 -4.985
97 Cl 1.210 -3.104 -0.477
98 C 0.570 -1.638 -1.257
99 H 1.243 -1.380 -2.081
100 H -0.438 -1.852 -1.631

Output
**Maximum force**: 2.89 eV/Å
**LUMO energy (spin up / spin down)**: -2.955 / -4.864 eV
**HOMO-LUMO gap (spin up / spin down)**: 8.5448 / 6.6923 eV
**HOMO energy (spin up / spin down)**: -11.50 / -11.56 eV
**Multiplicity**: 6
**Net charge**: +1



Below is a molecular structure, C34H60AsGeN5O6S2Si3Sn, with properties calculated with ωB97M-V with the def2-TZVPD basis set.

Element x y z (Å)
1 Sn -0.374 0.243 0.083
2 O -2.010 0.855 1.765
3 As -1.476 0.000 3.385
4 O -0.518 -1.481 4.701
5 O 0.204 -0.084 2.533
6 C -2.666 -1.505 2.915
7 C -3.435 -1.751 4.055
8 C -4.475 -2.672 4.065
9 C -4.769 -3.384 2.918
10 C -4.012 -3.174 1.775
11 C -2.978 -2.245 1.766
12 S -2.082 -2.153 0.235
13 O -0.666 -1.911 0.655
14 O -2.278 -3.398 -0.444
15 O -2.497 -0.944 -0.482
16 H -1.745 1.796 1.748
17 H -3.210 -1.217 4.972
18 H -5.043 -2.827 4.972
19 H -5.575 -4.105 2.906
20 H -4.207 -3.740 0.875
21 C 3.341 -2.548 -0.380
22 C 4.283 -2.211 0.579
23 C 3.996 -1.197 1.474
24 C 2.779 -0.521 1.386
25 N 1.888 -0.840 0.440
26 C 2.160 -1.832 -0.408
27 C 2.478 0.569 2.343
28 C 3.501 1.454 2.684
29 C 3.317 2.460 3.617
30 C 2.085 2.578 4.240
31 C 1.045 1.723 3.907
32 C 1.223 0.728 2.950
33 H 3.516 -3.339 -1.096
34 H 5.226 -2.739 0.637
35 H 4.695 -0.936 2.257
36 H 1.391 -2.053 -1.139
37 H 4.458 1.356 2.188
38 H 4.126 3.135 3.858
39 H 1.919 3.344 4.987
40 H 0.091 1.836 4.403
41 C 0.800 3.623 -2.852
42 Si 1.503 1.916 -3.225
43 C 2.973 1.578 -2.107
44 C 2.009 1.895 -5.032
45 Ge -0.135 0.219 -2.880
46 Si 0.438 -1.800 -4.028
47 C -0.420 -3.290 -3.290
48 C -0.134 -1.547 -5.798
49 C 2.295 -2.087 -4.047
50 Si -2.341 0.926 -3.446
51 C -2.211 1.865 -5.069
52 C -3.494 -0.530 -3.665
53 C -2.982 2.095 -2.122
54 H 1.376 4.390 -3.375
55 H 0.845 3.848 -1.785
56 H -0.239 3.717 -3.175
57 H 3.766 2.316 -2.254
58 H 3.394 0.588 -2.302
59 H 2.658 1.616 -1.061
60 H 2.776 2.654 -5.214
61 H 1.156 2.126 -5.674
62 H 2.413 0.932 -5.346
63 H -1.504 -3.221 -3.405
64 H -0.228 -3.414 -2.223
65 H -0.084 -4.197 -3.801
66 H -1.214 -1.407 -5.861
67 H 0.125 -2.423 -6.399
68 H 0.347 -0.678 -6.251
69 H 2.684 -2.362 -3.066
70 H 2.846 -1.208 -4.385
71 H 2.523 -2.906 -4.735
72 H -1.770 1.248 -5.854
73 H -1.604 2.768 -4.970
74 H -3.206 2.169 -5.405
75 H -3.245 -1.105 -4.559
76 H -4.519 -0.167 -3.783
77 H -3.466 -1.193 -2.802
78 H -2.352 2.986 -2.054
79 H -3.037 1.621 -1.139
80 H -3.990 2.431 -2.383
81 C 3.028 -4.181 3.499
82 N 1.645 -4.245 3.084
83 C 1.051 -5.432 2.462
84 C -0.402 -4.989 2.248
85 N -0.522 -3.926 3.249
86 C 0.678 -3.472 3.585
87 S 0.928 -2.089 4.560
88 H 3.650 -4.628 2.726
89 H 3.194 -4.708 4.442
90 H 3.321 -3.137 3.612
91 H 1.123 -6.289 3.139
92 H 1.562 -5.670 1.531
93 H -1.114 -5.787 2.442
94 H -0.565 -4.594 1.243
95 H -1.336 -3.344 3.377
96 C -2.563 4.694 0.964
97 C -1.058 4.659 1.207
98 C -0.768 4.704 2.702
99 C -0.392 5.838 0.496
100 N -0.602 3.350 0.671
101 N 0.803 3.107 0.673
102 H -2.992 5.608 1.376
103 H -3.057 3.842 1.435
104 H -2.791 4.669 -0.104
105 H -1.152 5.631 3.129
106 H 0.304 4.666 2.909
107 H -1.251 3.869 3.216
108 H -0.828 6.776 0.841
109 H -0.541 5.777 -0.584
110 H 0.679 5.893 0.701
111 H -0.905 3.280 -0.297
112 H 1.093 2.954 1.634
113 H 1.322 3.911 0.327

Output
**Maximum force**: 0.41 eV/Å
**LUMO energy (spin up / spin down)**: -2.202 / -3.289 eV
**Relative energy (zero: lowest compared OMol25 entry of this formula, charge and spin)**: 0.286 eV
**HOMO-LUMO gap (spin up / spin down)**: 6.6121 / 7.3095 eV
**HOMO energy (spin up / spin down)**: -8.81 / -10.60 eV
**Multiplicity**: 2
**Net charge**: +1